{
  "formula": "C4H9NO",
  "method": "ωB97M-V with the def2-TZVPD basis set",
  "elements": ["N", "C", "C", "C", "C", "O", "H", "H", "H", "H", "H", "H", "H", "H", "H"],
  "xyz": [[-0.67, 1.74, -0.68], [-1.08, 0.56, -0.02], [-0.20, -0.57, 0.16], [0.70, -0.92, -1.05], [0.53, -0.18, 1.43], [-2.19, 0.41, 0.49], [0.17, 1.74, -1.09], [-1.38, 2.12, -1.24], [-0.84, -1.42, 0.54], [0.15, -1.24, -1.94], [1.26, 0.00, -1.32], [1.33, -1.76, -0.85], [0.83, 0.86, 1.56], [1.46, -0.87, 1.61], [-0.09, -0.45, 2.39]],
  "mulliken_charge": [-0.43, 0.41, 0.65, -1.32, -1.23, -0.61, 0.21, 0.23, 0.18, 0.33, 0.26, 0.39, 0.32, 0.28, 0.32],
  "multiplicity": 1,
  "total_charge": 0,
  "e_homo_ev": -9.555,
  "orbital_gap_ev": 10.43,
  "de_lowest_kcal_mol": 28.1,
  "smiles": "CC(C)C(N)=O",
  "e_lumo_ev": 0.9
}

{
  "formula": "C28H30BN4O5Pt",
  "method": "ωB97M-V with the def2-TZVPD basis set",
  "elements": ["Pt", "O", "C", "C", "C", "C", "N", "C", "C", "C", "C", "C", "C", "O", "C", "C", "N", "H", "H", "H", "H", "H", "H", "H", "H", "H", "H", "H", "H", "N", "C", "O", "C", "C", "C", "N", "C", "C", "H", "H", "H", "H", "H", "H", "C", "C", "C", "C", "C", "C", "C", "C", "O", "B", "O", "C", "C", "H", "H", "H", "H", "H", "H", "H", "H", "H", "H", "H", "H"],
  "xyz": [[-0.85, 0.72, 0.54], [2.37, 6.98, 0.77], [2.51, 6.10, 1.86], [1.71, 4.85, 1.60], [1.92, 3.70, 2.35], [1.15, 2.59, 2.07], [0.20, 2.58, 1.13], [-0.01, 3.69, 0.40], [0.74, 4.83, 0.61], [-1.07, 3.60, -0.64], [-1.52, 4.71, -1.33], [-2.51, 4.56, -2.30], [-3.01, 5.75, -3.07], [-2.55, 6.93, -2.46], [-3.00, 3.29, -2.55], [-2.50, 2.23, -1.82], [-1.57, 2.38, -0.88], [2.99, 7.71, 0.86], [2.14, 6.55, 2.79], [3.56, 5.82, 2.03], [2.67, 3.67, 3.13], [1.30, 1.66, 2.60], [0.61, 5.71, -0.01], [-1.15, 5.70, -1.12], [-4.11, 5.70, -3.10], [-2.65, 5.66, -4.10], [-2.90, 7.69, -2.94], [-3.77, 3.13, -3.30], [-2.85, 1.22, -1.99], [-5.37, -2.96, 5.02], [-4.85, -1.71, 5.08], [-5.11, -0.93, 5.97], [-3.91, -1.31, 3.97], [-3.29, -0.07, 4.11], [-2.40, 0.36, 3.14], [-2.11, -0.38, 2.06], [-2.71, -1.56, 1.92], [-3.61, -2.06, 2.84], [-5.98, -3.25, 5.76], [-5.16, -3.62, 4.29], [-3.51, 0.54, 4.97], [-1.90, 1.31, 3.23], [-2.45, -2.13, 1.03], [-4.06, -3.02, 2.64], [3.74, -6.07, -3.32], [3.62, -5.37, -1.97], [3.20, -6.41, -0.92], [5.00, -4.80, -1.60], [2.60, -4.23, -1.99], [1.87, -3.90, -3.13], [0.94, -2.86, -3.16], [0.74, -2.17, -2.00], [-0.11, -1.12, -1.72], [0.10, -0.81, -0.38], [1.05, -1.64, 0.17], [1.45, -2.49, -0.84], [2.38, -3.50, -0.81], [4.48, -6.87, -3.25], [4.07, -5.38, -4.10], [2.79, -6.51, -3.62], [3.93, -7.22, -0.89], [2.22, -6.83, -1.17], [3.14, -5.97, 0.08], [5.74, -5.60, -1.57], [4.98, -4.32, -0.61], [5.32, -4.06, -2.33], [2.04, -4.45, -4.05], [0.39, -2.62, -4.06], [2.92, -3.71, 0.10]],
  "mulliken_charge": [0.75, -0.50, -0.66, 0.39, -0.87, -0.38, -0.49, 0.54, -0.47, 0.64, -0.56, 0.40, -0.63, -0.50, -0.91, -0.34, -0.55, 0.31, 0.32, 0.37, 0.44, 0.48, 0.53, 0.54, 0.35, 0.33, 0.31, 0.44, 0.46, -0.30, 0.35, -0.60, 0.94, -0.68, -0.18, -0.63, -0.47, -0.65, 0.24, 0.15, 0.49, 0.46, 0.49, 0.26, -2.15, 2.15, -1.56, -1.56, 0.20, -0.18, -1.76, 0.96, -0.21, 0.24, -0.14, 0.28, -0.89, 0.43, 0.44, 0.44, 0.44, 0.37, 0.32, 0.44, 0.32, 0.37, 0.46, 0.46, 0.47],
  "multiplicity": 1,
  "total_charge": 1,
  "e_homo_ev": [-10.321, -10.320],
  "orbital_gap_ev": [6.70, 6.70],
  "de_lowest_kcal_mol": 47.1,
  "e_lumo_ev": [-3.6, -3.6]
}

{
  "formula": "C4H6S2",
  "method": "ωB97M-V with the def2-TZVPD basis set",
  "elements": ["C", "C", "C", "C", "H", "H", "H", "H", "H", "H", "S", "S"],
  "xyz": [[1.18, -1.12, -0.46], [0.71, -0.35, 0.71], [-0.58, 0.40, 0.60], [-1.28, 1.09, -0.51], [0.51, -1.10, -1.36], [1.69, -2.09, -0.33], [0.94, -0.61, 1.73], [-0.75, 0.86, 1.56], [-0.68, 1.17, -1.41], [-1.95, 1.92, -0.21], [2.13, 0.36, -0.18], [-1.92, -0.54, -0.13]],
  "mulliken_charge": [-0.76, -0.12, -0.18, -0.67, 0.24, 0.32, 0.47, 0.44, 0.27, 0.29, -0.17, -0.15],
  "multiplicity": 1,
  "total_charge": 0,
  "e_homo_ev": -8.537,
  "orbital_gap_ev": 9.37,
  "de_lowest_kcal_mol": 23.8,
  "smiles": "C1S[C@H]1[C@H]1CS1",
  "e_lumo_ev": 0.8
}

{
  "formula": "C16H17N7S",
  "method": "ωB97M-V with the def2-TZVPD basis set",
  "elements": ["N", "N", "N", "N", "S", "C", "C", "C", "C", "C", "C", "C", "C", "C", "C", "C", "C", "N", "N", "N", "C", "C", "C", "C", "H", "H", "H", "H", "H", "H", "H", "H", "H", "H", "H", "H", "H", "H", "H", "H", "H"],
  "xyz": [[2.93, -2.54, -5.55], [2.38, -3.67, -5.46], [2.87, -1.91, -4.27], [0.89, 0.43, -0.22], [0.13, -2.42, 3.33], [2.25, -2.79, -3.45], [-0.22, -0.86, 4.23], [0.01, 0.19, 3.40], [0.55, 0.76, 0.96], [1.68, -3.49, -1.03], [1.88, -2.52, -2.00], [0.42, -0.16, 2.00], [1.52, -1.26, -1.70], [1.23, -3.21, 0.22], [0.54, -1.56, 1.78], [1.16, -0.89, -0.41], [0.99, -1.88, 0.52], [1.96, -3.90, -4.19], [0.39, 2.11, 1.23], [-2.38, 2.60, 0.56], [-3.14, 2.54, 1.80], [-2.44, 1.51, -0.46], [0.12, 3.21, 0.23], [-1.38, 3.64, 0.27], [-0.69, -0.90, 5.21], [-0.01, 1.24, 3.59], [1.91, -4.52, -1.35], [1.60, -0.52, -2.50], [1.02, -3.98, 0.92], [1.18, -4.55, -4.13], [-0.10, 2.23, 2.09], [-2.77, 3.31, 2.51], [-2.91, 1.65, 2.33], [-4.20, 2.68, 1.64], [-3.37, 1.20, -0.67], [-1.70, 0.76, -0.13], [-2.17, 1.86, -1.39], [0.66, 4.15, 0.53], [0.27, 2.94, -0.84], [-1.38, 4.41, 1.12], [-1.66, 4.08, -0.69]],
  "mulliken_charge": [-0.29, -0.42, -0.33, -0.36, -0.21, 0.13, -0.53, -0.76, -0.11, -0.54, 0.52, 0.59, -0.01, -1.30, -0.48, -0.71, 2.18, 0.13, -0.10, 0.19, -1.00, -1.13, -0.58, -0.81, 0.42, 0.46, 0.39, 0.53, 0.41, 0.31, 0.05, 0.30, 0.36, 0.30, 0.51, 0.20, 0.36, 0.36, 0.34, 0.31, 0.33],
  "multiplicity": 1,
  "total_charge": 0,
  "e_homo_ev": -7.966,
  "orbital_gap_ev": 7.77,
  "smiles": "CN(C)CCNc1nc2cc(-c3nnn[nH]3)ccc2c2sccc12",
  "e_lumo_ev": -0.2
}

{
  "formula": "C4H7N2",
  "method": "ωB97M-V with the def2-TZVPD basis set",
  "elements": ["C", "C", "C", "C", "N", "N", "H", "H", "H", "H", "H", "H", "H"],
  "xyz": [[1.38, -0.17, 0.02], [2.67, -0.24, 0.02], [0.20, -1.10, 0.22], [-0.67, 0.92, 0.19], [0.70, 1.06, -0.10], [-1.04, -0.35, -0.35], [0.29, -1.88, -0.55], [0.09, -1.48, 1.21], [-0.77, 0.80, 1.22], [-1.21, 1.75, -0.20], [1.14, 1.90, -0.10], [-0.82, -0.39, -1.41], [-1.97, -0.83, -0.16]],
  "mulliken_charge": [0.47, -0.31, -0.59, -0.51, -0.18, -0.25, 0.36, 0.34, 0.36, 0.39, 0.14, 0.42, 0.34],
  "multiplicity": 1,
  "total_charge": 1,
  "e_homo_ev": -13.349,
  "orbital_gap_ev": 8.20,
  "de_lowest_kcal_mol": 155.8,
  "e_lumo_ev": -5.1
}

{
  "formula": "C31H58BBr22NO6",
  "method": "ωB97M-V with the def2-TZVPD basis set",
  "elements": ["C", "C", "C", "C", "B", "O", "O", "O", "C", "O", "O", "C", "N", "C", "C", "C", "O", "H", "H", "H", "H", "H", "H", "H", "H", "H", "H", "H", "H", "H", "H", "Br", "C", "C", "Br", "H", "H", "H", "H", "Br", "C", "C", "Br", "H", "H", "H", "H", "Br", "C", "C", "Br", "H", "H", "H", "H", "Br", "C", "C", "Br", "H", "H", "H", "H", "Br", "C", "C", "Br", "H", "H", "H", "H", "Br", "C", "C", "Br", "H", "H", "H", "H", "Br", "C", "C", "Br", "H", "H", "H", "H", "Br", "C", "C", "Br", "H", "H", "H", "H", "Br", "C", "C", "Br", "H", "H", "H", "H", "Br", "C", "C", "Br", "H", "H", "H", "H", "Br", "C", "C", "Br", "H", "H", "H", "H"],
  "xyz": [[0.38, 2.03, -3.24], [-0.33, 3.19, -3.34], [-1.89, 3.19, -3.49], [-2.38, 4.14, -2.36], [-1.68, 3.96, -0.89], [-1.72, 2.78, -0.16], [-1.05, 5.07, -0.33], [-1.77, 5.41, -2.78], [-2.59, 6.15, -3.57], [-2.28, 6.92, -4.34], [-3.88, 5.78, -3.22], [-3.85, 4.64, -2.36], [-4.92, 3.75, -2.81], [-6.16, 4.26, -2.13], [-4.77, 2.41, -2.31], [-5.24, 1.27, -3.26], [-4.36, 2.12, -1.26], [0.33, 1.23, -4.02], [1.04, 1.85, -2.40], [0.26, 4.13, -3.36], [-2.20, 2.14, -3.31], [-2.10, 3.56, -4.51], [-2.52, 2.86, 0.39], [-1.63, 5.52, 0.28], [-4.18, 4.97, -1.35], [-6.17, 5.37, -2.13], [-6.11, 3.96, -1.05], [-7.08, 3.89, -2.61], [-5.36, 1.65, -4.29], [-4.49, 0.45, -3.31], [-6.17, 0.80, -2.89], [-4.31, 3.46, 2.08], [-4.02, 2.81, 3.89], [-2.56, 2.61, 4.21], [-1.89, 0.97, 3.42], [-4.59, 1.89, 4.00], [-4.45, 3.58, 4.53], [-2.42, 2.48, 5.28], [-1.93, 3.43, 3.87], [3.80, 4.35, -0.53], [4.72, 2.93, -1.49], [4.67, 3.16, -2.98], [2.91, 2.69, -3.70], [4.27, 1.99, -1.19], [5.75, 2.96, -1.14], [5.37, 2.50, -3.49], [4.87, 4.18, -3.26], [-0.39, -2.95, 4.94], [0.93, -1.84, 5.88], [1.40, -0.69, 5.02], [2.67, -1.28, 3.67], [1.73, -2.50, 6.18], [0.40, -1.48, 6.76], [1.94, 0.03, 5.63], [0.59, -0.19, 4.50], [1.77, -3.52, -1.40], [3.02, -4.42, -0.20], [3.82, -3.42, 0.59], [5.23, -2.62, -0.49], [3.64, -5.07, -0.81], [2.40, -5.02, 0.46], [4.34, -3.91, 1.41], [3.21, -2.60, 0.98], [6.82, -4.58, 2.59], [7.48, -6.25, 1.84], [7.44, -6.23, 0.34], [5.62, -6.51, -0.31], [6.89, -7.05, 2.27], [8.51, -6.33, 2.19], [8.01, -7.05, -0.08], [7.79, -5.30, -0.09], [-8.02, 6.77, -2.33], [-8.11, 7.91, -3.91], [-6.82, 8.65, -4.12], [-6.64, 10.15, -2.89], [-8.96, 8.57, -3.77], [-8.31, 7.23, -4.73], [-6.79, 9.09, -5.12], [-5.94, 8.02, -3.99], [2.68, -4.96, 6.32], [4.42, -5.76, 6.69], [5.21, -5.86, 5.42], [4.57, -7.34, 4.33], [4.24, -6.72, 7.16], [4.90, -5.09, 7.40], [6.26, -6.09, 5.62], [5.16, -4.97, 4.81], [-0.56, 1.43, 6.82], [-1.59, 1.27, 8.47], [-1.32, -0.03, 9.17], [-2.26, -1.50, 8.30], [-2.63, 1.41, 8.21], [-1.25, 2.11, 9.09], [-1.71, -0.01, 10.19], [-0.27, -0.30, 9.20], [-6.56, -1.49, -5.28], [-8.14, -0.72, -6.12], [-7.78, 0.12, -7.32], [-7.06, 1.85, -6.78], [-8.67, -0.17, -5.35], [-8.74, -1.58, -6.43], [-8.66, 0.35, -7.91], [-7.03, -0.35, -7.95], [0.95, -0.23, -5.99], [2.85, 0.17, -6.17], [3.48, -0.68, -7.24], [3.79, -2.50, -6.63], [3.29, 0.03, -5.19], [2.89, 1.22, -6.44], [4.47, -0.30, -7.50], [2.88, -0.75, -8.15], [6.06, -10.15, 2.36], [7.26, -11.05, 3.60], [8.02, -10.05, 4.44], [9.47, -9.23, 3.42], [7.90, -11.69, 3.01], [6.62, -11.66, 4.23], [8.51, -10.55, 5.28], [7.40, -9.24, 4.81]],
  "mulliken_charge": [-0.87, -0.04, -0.31, -0.04, 1.63, -0.72, -0.64, -0.47, 0.47, -0.45, -0.47, 0.03, 0.18, -0.70, 0.38, -1.25, -0.38, -0.19, 0.48, 0.32, 0.31, 0.26, -0.02, 0.27, 0.39, -0.12, 0.36, 0.48, 0.18, 0.39, 0.41, -0.10, -0.73, -0.28, -0.03, 0.40, 0.41, -0.04, 0.41, -0.13, -0.68, -0.58, -0.02, 0.38, 0.37, 0.33, 0.39, -0.10, 0.55, -0.32, -0.17, 0.01, -0.42, 0.38, -0.01, -0.16, -0.54, -0.11, -0.11, 0.17, 0.41, -0.08, 0.33, -0.17, -0.10, -0.63, -0.09, -0.02, 0.32, 0.36, 0.41, -0.08, -0.58, -0.37, -0.13, 0.39, 0.35, 0.35, 0.13, -0.12, -0.60, -0.57, -0.12, 0.38, 0.37, 0.38, 0.29, -0.11, -0.54, -0.71, -0.12, 0.38, 0.38, 0.38, 0.37, -0.14, -0.59, -0.56, -0.12, 0.37, 0.35, 0.33, 0.37, -0.13, -0.62, -0.61, -0.14, 0.39, 0.35, 0.39, 0.38, -0.13, -0.56, -0.44, -0.14, 0.37, 0.33, 0.36, 0.21],
  "multiplicity": 1,
  "total_charge": 0,
  "e_homo_ev": -7.486,
  "orbital_gap_ev": 7.63,
  "smiles": "C=CC[C@@]1(B(O)O)OC(=O)O[C@H]1N(C)C(C)=O.BrCCBr.BrCCBr.BrCCBr.BrCCBr.BrCCBr.BrCCBr.BrCCBr.BrCCBr.BrCCBr.BrCCBr.BrCCBr",
  "e_lumo_ev": 0.1
}

> What is the formula in the third record?

C4H6S2

> Number 6 is which compound?

C31H58BBr22NO6